Entry 1:
Density functional theory data (ωB97M-V/def2-TZVPD) for a molecular structure, C33H20BrCl7IN2NaO5Te.

Values from the calculation:
LUMO level = 3.54 eV

Geometry as ORCA input:
```
! wB97M-V def2-TZVPD RIJCOSX def2/J DEFGRID3
* xyz -2 1
Na -0.5578 1.2108 -0.8043
Cl -4.9228 1.1714 5.2253
C -3.6915 0.8962 4.0046
C -2.3464 0.8217 4.3966
C -1.3805 0.6069 3.4572
Cl 0.2852 0.5492 3.9408
C -1.6593 0.4345 2.0452
O -0.7394 0.2224 1.2239
C -3.0570 0.5313 1.7051
C -3.5514 0.4116 0.3486
O -2.9477 0.1466 -0.6770
C -4.0317 0.7646 2.6894
H -2.0707 0.9417 5.4357
H -4.6483 0.5811 0.2770
H -5.0708 0.8390 2.3883
Cl 2.3866 -1.4381 -2.8545
C 2.9317 -0.4083 -1.5319
C 2.1028 0.6130 -1.1074
C 2.6013 1.3466 -0.0419
Cl 1.6569 2.7126 0.5226
C 3.7965 1.0687 0.6155
Cl 4.3277 1.9997 1.9812
C 4.5745 0.0081 0.1633
Cl 6.0547 -0.4002 0.9724
C 4.1490 -0.7356 -0.9332
Cl 5.1048 -2.0810 -1.4762
N -1.9064 1.0133 -3.3644
C -1.1129 0.1116 -3.9893
O -1.3557 -1.0794 -4.0871
C 0.1733 0.6805 -4.5670
I -0.1753 2.1076 -6.1220
H -2.6080 0.6355 -2.7402
H -1.5096 1.9285 -3.1358
H 0.7489 -0.1188 -5.0134
H 0.7498 1.1958 -3.7993
Br 1.3458 8.4808 -2.5384
C 0.1756 7.3446 -1.5559
C -0.5061 7.8627 -0.4686
N -1.3379 7.1269 0.2632
C -1.5026 5.8496 -0.0844
C -0.8617 5.2548 -1.1649
C 0.0063 6.0242 -1.9217
C -1.1012 3.7907 -1.5117
O -0.4694 3.3466 -2.4980
O -1.8854 3.1549 -0.7743
H -0.3760 8.8994 -0.1794
H -2.1746 5.2510 0.5173
H 0.5175 5.5711 -2.7605
Te -0.7386 -2.5637 -0.1600
C -0.2233 -4.5569 -0.7167
C 0.8084 -4.7770 -1.6278
C 1.1513 -6.0689 -2.0053
C 0.4675 -7.1549 -1.4766
C -0.5623 -6.9461 -0.5697
C -0.9058 -5.6529 -0.1958
C 0.4252 -2.5713 1.6080
C -0.1038 -2.9974 2.8213
C 0.6782 -2.9829 3.9685
C 1.9899 -2.5343 3.9120
C 2.5206 -2.0987 2.7056
C 1.7397 -2.1197 1.5580
H 1.3436 -3.9294 -2.0378
H 1.9558 -6.2266 -2.7136
H 0.7358 -8.1630 -1.7706
H -1.0990 -7.7910 -0.1540
H -1.7114 -5.4888 0.5099
H -1.1360 -3.3229 2.8702
H 0.2540 -3.2999 4.9141
H 2.5940 -2.5084 4.8114
H 3.5386 -1.7295 2.6543
H 2.1467 -1.7621 0.6241
*
```



Entry 2:
Density functional theory data (ωB97M-V/def2-TZVPD) for a molecular structure, C33H20Cl5F6IrNO5P2S4.

Values from the calculation:
LUMO level (alpha / beta) = -1.23 / -1.29 eV

Geometry as ORCA input:
```
! wB97M-V def2-TZVPD RIJCOSX def2/J DEFGRID3
* xyz 0 2
Ir 1.0875 -0.8989 1.7913
S -1.4687 -1.8575 1.5106
P -1.2591 -0.8409 -0.1573
C 0.2343 0.1976 0.2316
P 0.1194 1.8458 1.0565
S 0.9808 1.2483 2.7617
C 0.9469 3.0811 0.0544
C 1.6927 2.7542 -1.0748
C 2.3327 3.7605 -1.7825
C 2.2445 5.0787 -1.3611
C 1.5066 5.4040 -0.2293
C 0.8538 4.4088 0.4765
C -1.5545 2.4358 1.3335
C -2.1888 2.1104 2.5306
C -3.4773 2.5639 2.7710
C -4.1279 3.3331 1.8191
C -3.4998 3.6491 0.6198
C -2.2134 3.2049 0.3740
C -0.8954 -1.7653 -1.7223
C 1.0295 -2.2733 -3.1094
C 0.4244 -3.2011 -4.1038
C -0.8595 -3.5143 -4.2772
C -2.0202 -3.0808 -3.5148
C -2.0583 -2.3177 -2.4202
C -2.6687 0.1470 -0.6844
C -3.8320 0.1954 0.0711
C -4.9432 0.8571 -0.4339
C -4.8853 1.4659 -1.6791
C -3.7150 1.4280 -2.4287
C -2.6040 0.7651 -1.9368
H 1.7850 1.7243 -1.3928
H 2.9094 3.5077 -2.6622
H 2.7525 5.8574 -1.9146
H 1.4379 6.4315 0.1017
H 0.2707 4.6682 1.3527
H -1.6701 1.5100 3.2664
H -3.9678 2.3189 3.7036
H -5.1322 3.6903 2.0089
H -4.0131 4.2464 -0.1220
H -1.7200 3.4632 -0.5553
H 2.0114 -2.6466 -2.8015
H 1.1471 -3.6953 -4.7415
H -1.0806 -4.2200 -5.0692
H -2.9658 -3.4802 -3.8636
H -3.0131 -2.1636 -1.9320
H -3.8631 -0.2923 1.0381
H -5.8557 0.8937 0.1469
H -5.7580 1.9732 -2.0706
H -3.6729 1.9006 -3.4012
H -1.6969 0.7104 -2.5336
Cl 4.8144 -2.9040 7.7531
C 3.6626 -2.5109 6.5350
C 4.0749 -1.9705 5.3245
Cl 5.7461 -1.6849 5.0322
C 3.1408 -1.6512 4.3450
Cl 3.6830 -0.9694 2.8456
C 1.7668 -1.8685 4.5265
O 0.8286 -1.5963 3.6597
C 1.3750 -2.4138 5.7677
Cl -0.3075 -2.6722 6.0182
C 2.3002 -2.7281 6.7483
Cl 1.7691 -3.3910 8.2446
F 3.7433 -1.9247 -0.4795
C 3.5965 -3.2466 -0.2609
F 3.9675 -3.8719 -1.3990
F 4.4296 -3.6052 0.7056
S 1.7974 -3.6819 0.0833
O 1.6167 -2.8539 1.3791
O 1.9049 -5.0904 0.4460
N 0.3421 -1.8626 -1.9364
S 1.4427 -0.5055 -3.6914
O 0.1518 0.1561 -3.9786
O 1.4300 -0.1549 -0.1257
C 2.2365 -0.8576 -5.3499
F 1.6490 -1.7630 -6.1275
F 2.2628 0.2985 -6.0061
F 3.4885 -1.2582 -5.1035
*
```



Entry 3:
Density functional theory data (ωB97M-V/def2-TZVPD) for a molecular structure, C33H20Cl5IN2O2TeV in a non-equilibrium geometry.

Values from the calculation:
LUMO level (alpha / beta) = -7.74 / -7.24 eV

Geometry as ORCA input:
```
! wB97M-V def2-TZVPD RIJCOSX def2/J DEFGRID3
* xyz 2 2
V 0.0064 0.2115 -0.4914
O -0.5194 -3.0979 -0.4231
C 0.2104 -2.2851 0.0637
O -0.2089 -1.0751 0.4959
C 1.6954 -2.3441 0.1725
C 2.3823 -3.3636 0.8326
C 3.7180 -3.1614 1.0628
C 4.3516 -2.0061 0.5714
C 5.7269 -1.7466 0.7784
C 6.3103 -0.6397 0.2371
C 5.5575 0.2425 -0.5667
C 4.2254 0.0287 -0.7820
C 3.5785 -1.0768 -0.1847
N 2.2346 -1.2433 -0.3157
H 1.8655 -4.2536 1.1625
H 4.2959 -3.8801 1.6306
H 6.3056 -2.4500 1.3636
H 7.3594 -0.4387 0.4056
H 6.0456 1.0936 -1.0226
H 3.6593 0.6795 -1.4330
I 1.5795 1.5498 -5.3352
C 1.6991 2.0944 -3.3228
C 2.1995 3.3286 -2.9127
C 2.2546 3.6184 -1.5553
C 1.7712 2.7021 -0.6398
N 1.2694 1.5338 -1.0451
C 1.2671 1.2207 -2.3456
H 2.5433 4.0504 -3.6417
H 2.6499 4.5634 -1.2102
H 1.7713 2.8915 0.4255
H 0.9061 0.2199 -2.6235
Te -2.4041 -0.9607 -1.1339
C -1.9649 -1.7610 -3.0428
C -2.3459 -3.0716 -3.3031
C -2.1407 -3.5973 -4.5705
C -1.5528 -2.8236 -5.5608
C -1.1682 -1.5175 -5.2887
C -1.3741 -0.9770 -4.0295
C -3.8799 0.4239 -1.7681
C -4.2171 0.6800 -3.0912
C -5.3134 1.4816 -3.3707
C -6.0704 2.0226 -2.3400
C -5.7305 1.7664 -1.0192
C -4.6381 0.9651 -0.7301
H -2.7977 -3.6741 -2.5256
H -2.4447 -4.6132 -4.7841
H -1.3971 -3.2324 -6.5498
H -0.7163 -0.9116 -6.0633
H -1.1036 0.0545 -3.8282
H -3.6492 0.2554 -3.9074
H -5.5807 1.6774 -4.4006
H -6.9327 2.6337 -2.5701
H -6.3279 2.1774 -0.2160
H -4.3820 0.7520 0.3033
Cl 0.3783 0.6645 2.8582
C -0.7795 1.6360 2.0424
C -0.8823 1.5326 0.6520
C -1.6712 2.4675 -0.0142
Cl -1.5743 2.4078 -1.7382
C -2.4327 3.4129 0.6448
Cl -3.3746 4.5397 -0.2262
C -2.4044 3.4209 2.0483
Cl -3.3744 4.5252 2.8992
C -1.5555 2.5525 2.7494
Cl -1.4488 2.6309 4.4487
*
```



DFT total energy list, top to bottom, in eV: -225278.6492; -189945.7578; -145298.3750